(1)
52
Properties=species:S:1:pos:R:3:lowdin_charge:R:1 method="wB97M-V/def2-TZVPD" homo_lumo_gap_ha=0.3447 spin_multiplicity=1 e_above_lowest_ev=1.919 homo_ev=-8.75 smiles="CCCCOc1ccc(C(=O)N(Cc2ccco2)[C@H]2CCS(=O)(=O)C2)cc1"
C 2.074 -1.901 -5.441 -0.1056
C 1.919 -3.409 -5.293 -0.2606
C 2.628 -3.968 -4.059 -0.1817
C 1.983 -3.559 -2.736 -0.2056
O 2.368 -2.233 -2.428 -0.0554
C 1.925 -1.664 -1.283 -0.2600
C 2.360 -0.358 -1.044 0.0168
C 1.971 0.315 0.093 -0.0122
C 1.116 -0.286 1.010 -0.1634
C 0.698 -1.591 0.783 -0.0313
C 1.093 -2.279 -0.350 -0.0029
H 0.754 -3.293 -0.491 0.1052
H 0.068 -2.088 1.508 0.1259
C 0.750 0.413 2.277 -0.4131
O 1.580 0.652 3.134 0.0841
N -0.570 0.729 2.442 -0.0021
C -1.514 0.665 1.346 -0.0557
C -1.398 1.854 0.437 -0.2560
C -0.438 2.813 0.303 -0.0322
C -0.875 3.666 -0.743 -0.0498
C -2.063 3.160 -1.164 -0.1140
O -2.388 2.064 -0.455 0.0577
H -2.749 3.472 -1.926 0.1198
H -0.368 4.530 -1.120 0.1012
H 0.467 2.904 0.867 0.1088
H -2.535 0.595 1.730 0.1032
H -1.328 -0.240 0.758 0.1310
C -0.961 1.298 3.720 -0.2961
C -2.115 0.546 4.359 -0.1326
H -2.065 0.567 5.442 0.1103
H -2.215 -0.474 4.003 0.1158
S -3.619 1.483 3.897 0.6863
O -4.325 0.798 2.846 -0.3292
O -4.366 1.813 5.078 -0.3170
C -2.783 2.966 3.234 -0.1845
C -1.345 2.794 3.672 -0.1434
H -0.659 3.326 3.014 0.1158
H -1.227 3.193 4.681 0.1277
H -2.914 2.966 2.157 0.0912
H -3.262 3.836 3.671 0.1068
H -0.054 1.202 4.332 0.1473
H 2.332 1.315 0.275 0.1186
H 3.014 0.103 -1.767 0.1209
H 0.889 -3.628 -2.812 0.1327
H 2.323 -4.233 -1.938 0.1290
H 3.666 -3.633 -4.049 0.1187
H 2.621 -5.059 -4.109 0.1121
H 0.858 -3.665 -5.243 0.1055
H 2.334 -3.899 -6.177 0.1033
H 3.126 -1.636 -5.515 0.0762
H 1.567 -1.556 -6.340 0.0690
H 1.654 -1.383 -4.585 0.0634

***

(2)
58
Properties=species:S:1:pos:R:3:lowdin_charge:R:1 method="wB97M-V/def2-TZVPD" homo_lumo_gap_ha=0.3269 spin_multiplicity=1 homo_ev=-8.26 smiles="COc1ccc(CN(C)C(=O)[C@@]23C[C@@H]4C[C@@H](C[C@@](Cl)(C4)C2)C3)c(OC)c1OC"
C -2.471 3.340 4.893 -0.0661
H -2.832 2.316 5.023 0.0884
O -2.768 3.841 3.607 -0.0626
C -2.048 3.456 2.522 -0.2005
C -2.281 4.214 1.374 0.0003
C -1.637 3.932 0.190 -0.0313
C -0.687 2.925 0.117 -0.1447
C -0.430 2.166 1.262 -0.1631
C -1.140 2.391 2.451 -0.1365
O -0.941 1.534 3.529 -0.1402
C -1.554 0.271 3.352 -0.0612
H -1.195 -0.236 2.451 0.0883
H -1.296 -0.317 4.230 0.0987
H -2.645 0.369 3.286 0.1010
O 0.499 1.166 1.153 -0.0993
C 1.488 1.064 2.162 -0.0425
H 2.395 0.732 1.655 0.0945
H 1.210 0.337 2.930 0.0877
H 1.673 2.029 2.637 0.1079
C 0.069 2.645 -1.154 -0.0882
N -0.046 1.251 -1.560 -0.0718
C 1.094 0.515 -1.571 -0.3905
O 2.175 1.073 -1.482 0.0562
C 1.058 -1.021 -1.696 -0.3133
C 2.491 -1.513 -1.419 -0.0874
H 2.795 -1.180 -0.425 0.1276
C 2.576 -3.033 -1.513 -0.2784
C 2.168 -3.485 -2.913 -0.1165
C 0.744 -3.009 -3.190 -0.2791
C 0.682 -1.482 -3.111 -0.0727
H 1.384 -1.046 -3.825 0.1370
H -0.318 -1.153 -3.395 0.1086
C -0.208 -3.619 -2.157 -0.1507
C 0.231 -3.178 -0.768 -0.7736
C 1.641 -3.663 -0.478 -0.1546
H 1.683 -4.753 -0.539 0.1210
H 1.938 -3.368 0.530 0.1217
C 0.141 -1.663 -0.645 -0.1257
H 0.461 -1.344 0.348 0.1218
H -0.898 -1.368 -0.771 0.1009
Cl -0.894 -3.902 0.449 0.6548
H -1.233 -3.293 -2.345 0.1219
H -0.186 -4.709 -2.224 0.1213
H 0.437 -3.330 -4.191 0.1437
H 2.851 -3.064 -3.653 0.1227
H 2.221 -4.573 -2.988 0.1216
H 3.603 -3.350 -1.308 0.1445
H 3.172 -1.053 -2.135 0.1302
C -1.414 0.839 -1.750 -0.0312
H -1.926 0.696 -0.794 0.0995
H -1.935 1.633 -2.291 0.1015
H -1.486 -0.068 -2.339 0.0707
H -0.302 3.292 -1.955 0.1306
H 1.136 2.835 -1.008 0.1303
H -1.850 4.525 -0.687 0.1141
H -2.998 5.017 1.443 0.1186
H -1.401 3.373 5.101 0.0996
H -3.002 3.996 5.584 0.0945

***

(3)
73
Properties=species:S:1:pos:R:3:lowdin_charge:R:1 method="wB97M-V/def2-TZVPD" homo_lumo_gap_ha=0.2652 spin_multiplicity=1 e_above_lowest_ev=0.000 homo_ev=-8.38
Pb -0.320 -2.764 -1.130 1.1666
C -1.144 2.454 -1.050 -0.1134
C -1.617 1.774 -2.099 -0.0973
C -0.878 1.461 -3.361 -0.2273
C 0.268 0.444 -3.287 -0.1805
C 1.493 0.843 -2.513 -0.1092
C 1.814 2.005 -1.939 -0.1110
C 1.122 3.302 -2.094 -0.1980
C -0.029 3.457 -1.054 -0.1803
C 1.339 -2.289 0.257 -0.3825
H -1.761 2.497 -0.140 0.1074
H -2.683 1.466 -2.116 0.1164
H -0.576 2.379 -3.875 0.0987
H -1.660 1.028 -3.995 0.0737
H -0.151 -0.498 -2.886 0.0450
H 0.529 0.143 -4.319 0.1008
H 2.190 0.011 -2.392 0.0947
H 2.610 1.992 -1.191 0.1109
H 0.773 3.476 -3.114 0.0990
H 1.871 4.080 -1.882 0.1114
H 0.456 3.474 -0.069 0.1075
H -0.487 4.466 -1.152 0.1215
H 1.026 -2.180 1.314 -0.0063
H 1.738 -1.308 -0.083 -0.0151
H 2.103 -3.086 0.135 -0.0223
P 1.389 -1.223 -7.844 1.0842
P -2.003 -0.887 -7.581 1.0750
N 2.822 -0.157 -7.994 -0.2651
N 2.033 -2.479 -8.934 -0.2663
N -2.105 0.897 -7.525 -0.2537
N -3.655 -1.110 -8.176 -0.2717
C 0.352 -0.339 -9.113 -0.3972
C -1.086 -0.894 -9.203 -0.4036
C 3.457 0.411 -6.879 -0.1528
C 4.493 1.225 -7.318 -0.0986
C 4.496 1.186 -8.754 -0.0814
C 3.435 0.364 -9.140 -0.1422
C 2.179 -3.818 -8.550 -0.1505
C 2.762 -4.520 -9.601 -0.0974
C 2.962 -3.599 -10.685 -0.0803
C 2.458 -2.373 -10.265 -0.1548
C -1.734 1.580 -6.371 -0.1654
C -1.864 2.946 -6.567 -0.0794
C -2.250 3.131 -7.935 -0.0753
C -2.329 1.864 -8.508 -0.1674
C -4.428 -0.378 -9.090 -0.1333
C -5.558 -1.114 -9.422 -0.0845
C -5.476 -2.356 -8.707 -0.1027
C -4.309 -2.340 -7.968 -0.1613
H 0.815 -0.415 -10.107 0.0627
H 0.341 0.729 -8.842 0.0829
H -1.666 -0.343 -9.962 0.0733
H -1.075 -1.949 -9.519 0.0789
H 3.113 0.165 -5.885 0.0851
H 5.160 1.796 -6.699 0.0854
H 5.168 1.682 -9.429 0.0872
H 3.105 0.115 -10.130 0.0747
H 1.856 -4.134 -7.570 0.0903
H 3.007 -5.563 -9.611 0.0836
H 3.414 -3.790 -11.646 0.0919
H 2.359 -1.460 -10.827 0.0762
H -1.395 0.997 -5.540 0.0395
H -1.689 3.713 -5.825 0.0919
H -2.440 4.065 -8.445 0.0939
H -2.525 1.587 -9.532 0.0896
H -4.152 0.610 -9.412 0.0738
H -6.329 -0.797 -10.107 0.0913
H -6.192 -3.164 -8.755 0.0899
H -3.871 -3.065 -7.295 0.0913
F -2.901 -1.562 0.549 0.0006
C -1.527 -1.568 0.551 -0.6680
F -1.175 -0.216 0.545 -0.0200
F -1.148 -2.016 1.817 -0.0307

***

(4)
16
Properties=species:S:1:pos:R:3:lowdin_charge:R:1 method="wB97M-V/def2-TZVPD" homo_lumo_gap_ha=0.3640 spin_multiplicity=1 e_above_lowest_ev=0.351 homo_ev=-9.19 smiles="CC(=O)NCCS"
O 0.658 0.529 -2.106 0.0540
C -0.522 0.410 -1.852 -0.5472
N -1.007 0.480 -0.578 0.0414
C -0.132 0.560 0.570 -0.2758
C 0.017 -0.796 1.251 -0.5368
S 1.265 -0.619 2.580 0.6981
C -1.546 0.173 -2.934 0.0007
H -2.000 0.529 -0.434 0.1327
H -0.597 1.209 1.304 0.1129
H 0.834 0.910 0.231 0.1084
H -0.926 -1.073 1.709 0.0676
H 0.353 -1.599 0.603 0.0677
H 0.625 -1.363 3.476 -0.1638
H -1.272 0.777 -3.790 0.0838
H -2.546 0.407 -2.577 0.0700
H -1.557 -0.876 -3.222 0.0863

***

(5)
12
Properties=species:S:1:pos:R:3:lowdin_charge:R:1 method="wB97M-V/def2-TZVPD" homo_lumo_gap_ha=0.3724 spin_multiplicity=1 e_above_lowest_ev=2.666 homo_ev=-10.27 smiles="CC(=O)C#C[SiH3]"
C 0.323 0.034 -0.278 -0.0250
C -0.280 1.077 -0.474 -0.2222
C 1.046 -1.215 -0.375 -0.5040
C 0.591 -2.399 0.385 -0.0485
O 1.933 -1.415 -1.179 0.0941
Si -1.100 2.711 -0.174 0.5694
H -0.430 -2.641 0.212 0.0609
H 1.321 -3.281 0.317 0.1104
H 0.468 -2.257 1.588 0.1365
H -0.148 4.009 -0.240 -0.0572
H -1.390 2.438 1.357 -0.0516
H -2.334 2.940 -1.138 -0.0627

***

(6)
53
Properties=species:S:1:pos:R:3:lowdin_spin:R:1 method="wB97M-V/def2-TZVPD" homo_lumo_gap_ha="0.2594 / 0.2559" spin_multiplicity=5 charge=+2 e_above_lowest_ev=0.000 homo_ev="-13.89 / -13.89" s_squared=6.022
Cr -6.312 -0.763 17.543 3.8666
C -4.449 -2.420 21.063 0.0040
C -4.846 -1.673 19.867 0.0298
N -6.028 -1.350 19.526 -0.0011
N -7.091 -1.488 20.358 -0.0001
C -8.344 -1.208 19.980 0.0045
N -9.251 -1.439 20.917 0.0013
S -8.613 -0.534 18.466 0.0132
C -3.790 -1.297 18.871 0.0124
C -2.411 -1.428 19.193 0.0008
C -1.520 -0.918 18.315 0.0093
C -1.979 -0.387 17.103 0.0004
C -3.310 -0.354 16.803 0.0130
N -4.213 -0.834 17.710 0.0091
H -3.962 -1.786 21.845 0.0022
H -3.597 -3.085 20.866 0.0008
H -5.216 -3.001 21.595 0.0002
H -7.009 -1.915 21.293 -0.0003
H -9.108 -1.800 21.858 -0.0001
H -10.186 -1.234 20.633 -0.0001
H -2.074 -1.932 20.071 -0.0001
H -0.429 -1.071 18.587 0.0003
H -1.279 -0.015 16.386 -0.0001
H -3.673 0.034 15.848 0.0009
C -10.102 -5.088 15.689 0.0001
C -9.097 -3.951 15.834 0.0006
C -8.545 -3.529 14.477 0.0002
N -7.530 -2.423 14.557 0.0037
C -7.783 -1.157 14.824 0.0064
S -6.461 -0.051 15.132 0.0178
N -9.062 -0.754 14.859 0.0000
C -9.648 0.500 15.276 0.0003
O -9.127 1.238 16.063 0.0019
C -10.978 0.811 14.686 0.0001
C -11.481 0.147 13.573 0.0001
C -12.677 0.527 13.020 0.0000
C -13.423 1.588 13.573 0.0001
C -12.913 2.223 14.705 0.0000
C -11.705 1.840 15.306 0.0001
H -10.281 -5.635 16.621 0.0000
H -9.725 -5.805 14.981 0.0000
H -11.092 -4.691 15.444 0.0000
H -8.266 -4.293 16.441 0.0004
H -9.500 -3.036 16.276 0.0002
H -9.293 -3.137 13.815 0.0000
H -8.026 -4.305 13.934 0.0000
H -6.545 -2.753 14.576 0.0008
H -9.771 -1.401 14.551 0.0001
H -10.962 -0.749 13.166 0.0000
H -13.086 -0.062 12.220 0.0000
H -14.383 1.928 13.206 0.0000
H -13.506 3.058 15.177 0.0000
H -11.367 2.241 16.241 0.0000

***

(7)
18
Properties=species:S:1:pos:R:3:lowdin_spin:R:1 method="wB97M-V/def2-TZVPD" homo_lumo_gap_ha="0.4508 / 0.2628" spin_multiplicity=2 charge=+1 e_above_lowest_ev=0.732 homo_ev="-15.44 / -15.48" s_squared=0.756
C -0.086 -1.105 0.840 0.1087
C -0.498 -1.474 -0.632 0.1088
O 0.352 -2.357 -1.266 0.0667
N 1.020 -0.278 1.028 0.5422
C 0.959 1.164 0.847 0.0262
O 1.080 1.604 -0.472 0.0795
H -1.006 -0.682 1.263 0.0035
H 0.059 -2.039 1.403 0.0246
H -0.628 -0.557 -1.176 0.0020
H -1.470 -1.953 -0.564 0.0142
H 0.810 -1.919 -1.995 0.0011
H 1.854 -0.654 0.543 0.0104
H 0.114 1.558 1.401 0.0004
H 1.892 1.595 1.207 0.0104
H 0.612 1.110 -1.157 -0.0001
H -1.043 2.362 -0.593 0.0007
H -2.432 2.047 -0.275 0.0001
O -1.589 1.581 -0.402 0.0006

***

(8)
11
Properties=species:S:1:pos:R:3:lowdin_charge:R:1 method="wB97M-V/def2-TZVPD" homo_lumo_gap_ha=0.3792 spin_multiplicity=1 charge=+1 e_above_lowest_ev=3.578 homo_ev=-16.73 smiles="CC1=[N+](C#N)C1"
C -2.070 -0.300 0.097 -0.1632
C 0.435 0.004 -0.019 -0.0652
C -0.300 1.322 0.198 0.0976
C 1.436 -1.002 -0.175 0.0336
N -0.776 -0.058 0.329 0.0957
N -3.173 -0.288 -0.193 0.2691
H -0.259 2.091 1.004 0.1511
H -0.697 1.926 -0.626 0.1401
H 2.046 -0.695 -1.178 0.1885
H 1.228 -2.119 -0.071 0.1458
H 2.130 -0.881 0.634 0.1070

***

The max |F| results, record by record, are as follows: 0.017 0.014 0.058 0.015 0.094 0.044 0.057 0.071 Eh/bohr.